No. 1
{
  "formula": "C3H8N2O",
  "method": "ωB97M-V/def2-TZVPD",
  "species": ["C", "C", "N", "C", "N", "O", "H", "H", "H", "H", "H", "H", "H", "H"],
  "xyz": [[-0.136, -1.099, -1.372], [-0.223, 0.009, -0.284], [0.775, 1.126, -0.467], [-0.083, -0.418, 1.152], [-0.339, 0.658, 2.009], [0.137, -1.606, 1.463], [0.634, -1.860, -1.098], [-1.178, -1.599, -1.212], [0.226, -0.664, -2.325], [-1.247, 0.397, -0.318], [1.152, 0.991, -1.472], [0.157, 2.042, -0.504], [0.218, 0.503, 2.870], [-0.094, 1.521, 1.558]],
  "lowdin_charge": [-0.054, -0.410, -0.008, -0.489, 0.134, 0.039, 0.080, 0.118, 0.070, 0.128, 0.092, 0.115, 0.123, 0.063],
  "e_above_lowest_kcal_mol": 31.88,
  "total_energy_ha": -303.841331,
  "fmax_ha_per_bohr": 0.064,
  "multiplicity": 1
}


No. 2
{
  "formula": "C31H28AsN2PPdS2",
  "method": "ωB97M-V/def2-TZVPD",
  "species": ["Pd", "C", "P", "C", "C", "C", "C", "C", "C", "C", "H", "H", "H", "H", "H", "H", "H", "H", "H", "H", "H", "S", "C", "C", "C", "C", "C", "C", "C", "As", "C", "C", "C", "C", "C", "C", "C", "C", "C", "C", "C", "C", "H", "H", "H", "H", "H", "H", "H", "H", "H", "H", "H", "H", "H", "S", "C", "N", "C", "C", "C", "N", "H", "H", "H", "H"],
  "xyz": [[0.659, -0.088, 0.644], [3.196, -1.930, -1.427], [2.870, -0.280, -0.703], [2.454, 0.722, -2.177], [4.483, 0.284, -0.078], [4.985, 1.553, -0.374], [6.271, 1.886, 0.012], [7.044, 0.987, 0.731], [6.526, -0.253, 1.083], [5.245, -0.598, 0.699], [3.751, -2.578, -0.754], [3.787, -1.775, -2.333], [2.252, -2.406, -1.691], [3.296, 0.728, -2.870], [2.204, 1.741, -1.890], [1.594, 0.266, -2.670], [4.393, 2.268, -0.925], [6.679, 2.851, -0.245], [8.043, 1.259, 1.038], [7.129, -0.938, 1.661], [4.856, -1.571, 0.970], [0.015, 3.385, 0.502], [0.164, 1.865, 0.439], [-4.975, -0.609, -3.993], [-5.067, -1.564, -2.993], [-4.283, -1.468, -1.855], [-3.451, -0.367, -1.701], [-3.341, 0.587, -2.708], [-4.121, 0.476, -3.846], [-2.481, -0.038, -0.007], [-3.443, -1.168, 1.235], [-3.240, -2.511, 1.474], [-4.082, -3.190, 2.356], [-5.106, -2.513, 3.016], [-5.304, -1.164, 2.804], [-4.472, -0.465, 1.917], [-4.581, 0.938, 1.598], [-5.524, 1.836, 2.122], [-5.545, 3.147, 1.695], [-4.635, 3.597, 0.744], [-3.677, 2.726, 0.219], [-3.663, 1.417, 0.634], [-5.546, -0.724, -4.904], [-5.746, -2.397, -3.098], [-4.347, -2.234, -1.093], [-2.653, 1.419, -2.602], [-4.054, 1.224, -4.620], [-2.442, -3.041, 0.965], [-3.948, -4.249, 2.522], [-5.751, -3.050, 3.697], [-6.102, -0.652, 3.317], [-6.241, 1.499, 2.852], [-6.274, 3.833, 2.100], [-4.665, 4.621, 0.408], [-2.971, 3.081, -0.522], [-0.286, -1.616, -0.841], [1.203, -1.342, 2.202], [2.376, -1.686, 2.807], [2.423, -2.602, 3.794], [1.256, -3.176, 4.233], [0.067, -2.751, 3.630], [0.078, -1.878, 2.638], [3.242, -1.226, 2.516], [3.386, -2.851, 4.214], [1.262, -3.927, 5.008], [-0.896, -3.127, 3.952]],
  "lowdin_charge": [0.354, -0.201, 0.944, -0.223, -0.366, -0.065, -0.027, -0.011, -0.038, -0.117, 0.054, 0.086, 0.015, 0.082, 0.041, 0.048, 0.109, 0.129, 0.132, 0.126, 0.090, 0.903, -0.745, -0.024, -0.035, -0.073, -0.364, -0.110, -0.043, 1.324, -0.334, -0.122, -0.050, -0.027, 0.019, -0.179, -0.178, 0.023, -0.023, -0.035, -0.106, -0.270, 0.128, 0.125, 0.106, 0.101, 0.121, 0.086, 0.116, 0.126, 0.122, 0.123, 0.128, 0.120, 0.089, 0.270, -0.271, 0.114, 0.013, 0.039, -0.032, 0.085, 0.142, 0.158, 0.138, 0.138],
  "e_above_lowest_kcal_mol": 115.40,
  "total_energy_ha": -4807.860539,
  "charge": 3,
  "fmax_ha_per_bohr": 0.060,
  "multiplicity": 2
}


No. 3
{
  "formula": "C5H7N2",
  "method": "ωB97M-V/def2-TZVPD",
  "species": ["C", "C", "C", "C", "C", "N", "N", "H", "H", "H", "H", "H", "H", "H"],
  "xyz": [[1.779, -0.825, -2.184], [1.772, -0.358, -0.936], [-0.483, 0.002, 0.426], [0.487, -0.277, -0.316], [-1.598, -0.868, 0.932], [-0.847, 3.439, 2.112], [-0.879, 2.610, 1.407], [2.690, -0.790, -2.695], [0.766, -0.772, -2.648], [2.494, -0.326, -0.192], [-0.497, 1.216, 0.867], [-1.837, -1.714, 0.355], [-1.483, -1.100, 1.980], [-2.364, -0.238, 0.891]],
  "lowdin_charge": [0.164, -0.085, -0.090, 0.119, -0.016, 0.172, 0.075, 0.082, 0.122, 0.105, 0.122, 0.087, 0.107, 0.034],
  "e_above_lowest_kcal_mol": 114.57,
  "total_energy_ha": -303.836379,
  "charge": 1,
  "fmax_ha_per_bohr": 0.087,
  "multiplicity": 1
}


No. 4
{
  "formula": "C23H40Al2B2BeBr2F15I3LiN3O7PS2",
  "method": "ωB97M-V/def2-TZVPD",
  "species": ["C", "C", "O", "C", "C", "C", "C", "I", "C", "C", "O", "S", "O", "O", "C", "I", "N", "C", "S", "C", "P", "N", "C", "C", "C", "C", "I", "H", "H", "H", "H", "H", "H", "H", "H", "H", "H", "H", "H", "H", "H", "H", "H", "H", "H", "H", "H", "H", "H", "H", "H", "H", "H", "Be", "F", "Al", "F", "F", "F", "O", "H", "B", "F", "F", "F", "F", "Li", "C", "C", "N", "H", "H", "H", "Al", "B", "F", "F", "F", "F", "C", "C", "O", "C", "O", "C", "F", "F", "F", "H", "H", "H", "H", "H", "H", "Br", "C", "C", "Br", "H", "H", "H", "H"],
  "xyz": [[1.612, -1.272, 3.666], [0.213, -1.931, 3.235], [-0.597, -1.034, 2.429], [-1.167, -1.795, 1.346], [-2.489, -1.152, 0.776], [-2.929, -1.677, -0.661], [-3.045, -3.268, -0.569], [-1.326, -4.410, -1.228], [-4.441, -3.861, -1.115], [-4.594, -3.873, -2.683], [-4.262, -1.228, -1.070], [-4.531, 0.362, -0.801], [-4.951, 0.701, 0.601], [-5.674, 0.776, -1.691], [-3.041, 1.331, -1.285], [-3.695, 2.550, -3.051], [-2.694, 2.238, -0.120], [-2.599, 3.461, -0.566], [-1.833, 4.957, -0.798], [-1.734, 0.503, -1.667], [-0.266, 1.047, -0.560], [1.044, 0.500, -1.317], [-1.878, -1.089, -1.692], [-2.039, -1.519, -3.207], [-0.727, -1.276, -4.109], [-1.131, -1.820, -5.575], [1.012, -2.405, -3.492], [1.604, -0.150, 3.717], [1.876, -1.729, 4.728], [2.386, -1.687, 2.943], [-0.388, -2.202, 4.161], [0.481, -2.889, 2.675], [-0.356, -2.003, 0.589], [-1.457, -2.811, 1.776], [-2.372, -0.034, 0.858], [-3.325, -1.439, 1.492], [-3.124, -3.508, 0.547], [-5.328, -3.435, -0.554], [-4.404, -4.955, -0.793], [-5.648, -4.181, -2.978], [-3.908, -4.646, -3.152], [-4.435, -2.862, -3.178], [-1.432, 0.896, -2.703], [-0.391, 0.560, 0.785], [-0.132, 2.483, -0.506], [1.541, -0.147, -0.687], [-0.848, -1.460, -1.364], [-2.835, -0.842, -3.669], [-2.314, -2.593, -3.379], [-0.483, -0.185, -4.252], [-1.826, -1.104, -6.111], [-1.734, -2.774, -5.424], [-0.196, -2.049, -6.161], [-1.164, 3.062, -2.605], [1.568, -7.351, 4.557], [2.041, -5.704, 4.165], [1.214, -5.183, 2.691], [3.786, -5.635, 3.911], [1.598, -4.621, 5.491], [3.692, -2.197, 5.520], [3.187, -2.089, 6.355], [0.413, -0.812, 7.265], [1.720, -1.402, 7.213], [-0.090, -0.706, 5.928], [-0.443, -1.628, 8.035], [0.503, 0.477, 7.844], [-0.912, 1.836, 1.582], [5.660, -3.903, 1.164], [4.252, -3.422, 1.107], [3.151, -3.057, 1.063], [5.839, -4.404, 2.117], [5.844, -4.606, 0.351], [6.344, -3.059, 1.069], [-3.142, 7.248, -1.330], [1.384, 5.861, -4.492], [0.571, 4.718, -4.194], [1.620, 5.920, -5.881], [0.708, 7.037, -4.068], [2.628, 5.749, -3.800], [7.719, 7.384, -0.706], [7.136, 5.980, -0.681], [5.782, 5.916, -1.137], [5.507, 5.898, -2.527], [6.190, 4.996, -3.140], [5.620, 7.331, -3.213], [5.172, 8.275, -2.383], [4.860, 7.403, -4.297], [6.849, 7.676, -3.568], [6.985, 8.125, -0.386], [8.589, 7.439, -0.050], [8.057, 7.655, -1.704], [7.099, 5.661, 0.363], [7.784, 5.263, -1.190], [4.393, 5.756, -2.516], [-4.606, -3.666, 2.371], [-6.538, -3.400, 2.342], [-6.916, -2.059, 2.920], [-6.809, -2.070, 4.864], [-6.981, -4.239, 2.876], [-6.818, -3.456, 1.289], [-7.956, -1.823, 2.692], [-6.279, -1.247, 2.571]],
  "lowdin_charge": [0.034, -0.178, -0.195, -0.224, -0.120, -0.409, -0.637, 0.984, -0.286, -0.124, -0.183, 0.713, -0.275, -0.380, -0.750, 1.283, -0.119, -0.819, 0.435, -0.396, 0.703, -0.235, -0.276, -0.233, -0.741, -0.174, 0.840, 0.100, 0.124, 0.061, 0.149, 0.120, 0.113, 0.134, 0.063, 0.091, -0.041, 0.090, 0.117, 0.090, 0.071, 0.065, 0.030, -0.033, -0.017, -0.004, 0.059, 0.129, 0.063, 0.073, 0.085, 0.085, 0.059, 0.559, -0.224, 0.021, -0.240, -0.229, -0.188, 0.293, 0.050, -1.143, 0.074, 0.081, 0.111, 0.089, 0.719, -0.047, -0.231, 0.133, 0.083, 0.084, 0.077, 0.830, -1.167, 0.009, 0.106, 0.068, 0.076, -0.046, -0.198, -0.005, -0.318, 0.262, -0.520, 0.203, 0.224, 0.208, 0.091, 0.097, 0.070, 0.133, 0.128, 0.238, 0.802, -0.634, -0.694, 0.640, 0.061, 0.052, 0.062, 0.038],
  "total_energy_ha": -10824.508771,
  "charge": 1,
  "fmax_ha_per_bohr": 0.142,
  "multiplicity": 1
}


No. 5
{
  "formula": "C2H7N4",
  "method": "ωB97M-V/def2-TZVPD",
  "species": ["C", "C", "N", "N", "N", "N", "H", "H", "H", "H", "H", "H", "H"],
  "xyz": [[-0.098, -0.969, 0.664], [-0.605, 0.435, 0.664], [2.007, 0.701, -0.390], [-0.062, -1.479, -0.486], [2.850, 0.594, 0.330], [-0.776, 0.814, -0.770], [-1.476, 0.325, 1.292], [0.117, 1.082, 1.024], [-1.581, 0.248, -0.968], [0.362, -2.383, -0.635], [0.168, -1.535, 1.528], [0.049, 0.342, -1.388], [-0.953, 1.826, -0.865]],
  "lowdin_charge": [-0.199, -0.165, 0.052, 0.100, 0.130, 0.130, 0.146, 0.080, 0.141, 0.091, 0.129, 0.184, 0.181],
  "e_above_lowest_kcal_mol": 31.54,
  "total_energy_ha": -299.171781,
  "charge": 1,
  "fmax_ha_per_bohr": 0.078,
  "multiplicity": 1
}


Q: Among the records above, which one has the highest multiplicity?
A: C31H28AsN2PPdS2